Record 1
Density functional theory data (ωB97M-V/def2-TZVPD) for 3 unconnected molecules or ions with the total composition C3H12O2S2.

Computed properties:
LUMO: 0.311 eV
Spin multiplicity: 1
HOMO energy: -9.0425 eV
Molecular weight: 144.26 g/mol
Kohn-Sham gap: 9.4 eV
SMILES: CCCSS.O.O

Each line ends with the Mulliken charge.
Geometry (Å):
C -1.9266 -1.1111 -0.5580  -1.1997
C -1.0352 0.0537 -0.1059  -0.2359
C -0.7244 1.0561 -1.2153  -0.6829
S -0.0710 2.6495 -0.6623  -0.0364
S 1.7038 2.0656 0.2085  -0.2749
H -2.7800 -0.7468 -1.1159  0.3566
H -2.2843 -1.6604 0.3136  0.3237
H -1.3059 -1.7891 -1.1508  0.2689
H -1.3568 0.5537 0.8132  0.3403
H -0.0587 -0.3709 0.1546  0.2752
H 0.0423 0.6441 -1.8659  0.3217
H -1.5320 1.2686 -1.9298  0.3877
H 2.4106 1.7283 -0.8849  0.1602
O 0.3192 2.0806 3.4693  -0.5979
H 0.7842 2.2827 2.6445  0.2871
H 0.4881 2.8429 4.0333  0.3065
O 2.2010 -4.0133 -0.4554  -0.6292
H 2.0152 -3.2629 -1.0354  0.3063
H 3.1103 -4.2710 -0.6576  0.3226



Record 2
Density functional theory data (ωB97M-V/def2-TZVPD) for 13 unconnected molecules or ions with the total composition H26O13.

Computed properties:
LUMO (spin up / spin down): -3.164 / -10.432 eV
Spin multiplicity: 2
HOMO energy (spin up / spin down): -13.5599 / -13.5352 eV
Molecular weight: 234.20 g/mol
Net charge: +1
Kohn-Sham gap (spin up / spin down): 10.4 / 3.1 eV

Each line ends with the Mulliken charge.
Geometry (Å):
O -0.6668 -0.2014 -0.5380  0.0516
H -0.0002 -0.5702 0.0416  0.0931
H -0.7798 0.6984 -0.2317  0.1394
O 0.7021 2.2001 -1.4428  -0.5991
H 0.9693 2.7006 -0.6719  0.2569
H 1.4685 1.6704 -1.6626  0.2574
O 2.7252 -1.8249 0.9680  -0.6645
H 2.8957 -2.4596 1.6640  0.3264
H 2.1658 -2.2929 0.3482  0.3127
O 2.7080 0.1091 -1.1362  -0.4682
H 3.4789 -0.0564 -1.6789  0.3149
H 2.5997 -0.6914 -0.6227  0.3093
O -1.5007 3.6678 -2.0037  -0.6255
H -1.2209 4.4162 -2.5307  0.3116
H -0.7190 3.1204 -1.9301  0.4043
O 0.8936 -0.3390 -3.2090  -0.4033
H 0.7873 0.4622 -2.6961  0.3622
H 0.7165 -1.0462 -2.5887  0.3532
O -0.7915 0.0181 3.6442  -0.6224
H -0.1054 -0.0981 2.9869  0.2649
H -0.3651 -0.1899 4.4755  0.3205
O 1.2733 -2.6978 -1.1061  -0.6129
H 1.7680 -3.3675 -1.5784  0.2467
H 0.7005 -3.1916 -0.5194  0.3242
O 1.4942 0.6283 2.0363  -0.5175
H 1.6921 1.5025 1.7004  0.2462
H 2.3213 0.1514 1.9664  0.2485
O -0.9129 2.3308 1.1904  -0.5181
H -1.6341 2.8692 1.5162  0.2729
H -0.3267 2.2352 1.9410  0.2498
O -1.5630 -2.1647 1.8970  -0.6069
H -1.0104 -1.8188 2.5979  0.3660
H -1.9530 -1.3891 1.4939  0.3237
O -3.5309 -0.4240 0.7388  -0.6357
H -3.1152 0.3985 0.4801  0.3036
H -4.2577 -0.5291 0.1248  0.3140
O -2.5527 -1.4071 -2.1575  -0.4326
H -1.9037 -0.7098 -2.2519  0.3699
H -2.4503 -1.7096 -1.2552  0.3626



Record 3
Density functional theory data (ωB97M-V/def2-TZVPD) for 2 unconnected molecules or ions with the total composition C8H14BrN5O.

Computed properties:
LUMO (spin up / spin down): 0.316 / 0.316 eV
Spin multiplicity: 1
HOMO energy (spin up / spin down): -7.6298 / -7.6304 eV
Molecular weight: 276.14 g/mol
Kohn-Sham gap (spin up / spin down): 7.9 / 7.9 eV

Each line ends with the Mulliken charge.
Geometry (Å):
C 2.3623 2.2502 1.3863  -0.0375
C 1.4417 1.5805 -2.1001  0.3884
C -1.8051 -2.7012 0.9210  -1.3528
C -1.8977 -1.1517 0.5064  -0.0870
C -1.7337 -0.8940 -0.9225  -0.3904
C -1.8449 0.5089 -1.4577  -1.0591
C -0.8028 1.4670 -0.8798  -0.3811
C 2.1252 -1.0686 0.9060  -0.3743
N 1.4186 2.0304 2.2155  -0.4038
N 2.7348 1.2062 0.6632  -0.4072
N 1.1136 0.6729 2.1322  -0.7106
N 1.9095 0.1799 1.1956  0.9025
N 0.4523 1.3507 -1.5179  0.0003
O 2.4037 1.5543 -2.7340  -0.5055
Br 3.1048 -1.4000 -0.7288  -0.1741
H 2.8834 3.3202 1.3984  0.3462
H -0.8887 -3.1602 0.4371  0.2929
H -1.8539 -2.8709 2.0043  0.3294
H -2.6456 -3.1736 0.3780  0.4242
H -1.0236 -0.6044 1.0009  0.0666
H -2.8624 -0.8683 0.8075  0.3649
H -2.5857 -1.5668 -1.3500  0.2765
H -0.7831 -1.2591 -1.2321  0.2562
H -2.8078 0.7861 -1.2240  0.4621
H -1.6342 0.7839 -2.4457  0.4264
H -0.4635 1.3148 0.1458  0.2939
H -1.3023 2.4812 -1.0529  0.2335
H 1.3727 -1.7028 1.2976  0.6207
H 3.6121 0.9344 0.2499  0.1986



Record 4
Density functional theory data (ωB97M-V/def2-TZVPD) for a molecular structure, C4H7N3O.

Computed properties:
LUMO: 0.174 eV
Spin multiplicity: 1
HOMO energy: -8.9362 eV
Molecular weight: 113.12 g/mol
Kohn-Sham gap: 9.1 eV

Each line ends with the Mulliken charge.
Geometry (Å):
C 2.0462 -0.2805 0.1509  -0.5383
C -0.1932 -0.8568 0.0078  0.5970
C -0.9053 0.3556 0.0572  0.3428
C -0.6846 1.9307 0.0420  -1.2137
H 2.4286 -0.2067 1.4215  0.2199
H 2.8648 -1.0348 -0.7077  0.2320
H 1.4322 0.9078 -0.4520  0.2256
H -0.5846 -2.9447 -0.4708  0.3973
H 0.1445 2.4147 0.6983  0.3053
H -0.4626 2.0867 -1.1635  0.2940
H -1.5849 2.4536 0.2885  0.3340
N -1.0389 -1.9098 0.2078  -0.0445
N -2.3390 -1.4236 0.1132  -0.6235
N -2.2148 -0.1308 -0.0687  -0.1364
O 1.0915 -1.3615 -0.1246  -0.3916



Record 5
Density functional theory data (ωB97M-V/def2-TZVPD) for 5 unconnected molecules or ions with the total composition C30H39IN3O15.

Computed properties:
LUMO: -5.461 eV
Spin multiplicity: 1
HOMO energy: -12.0007 eV
Molecular weight: 808.55 g/mol
Net charge: +1
Kohn-Sham gap: 6.5 eV

Each line ends with the Mulliken charge.
Geometry (Å):
C 0.1441 -3.4496 -1.6637  -0.5586
C 0.6829 -2.3180 -2.3450  0.1037
C 0.9779 -1.2047 -3.5576  -0.4279
C -0.1115 0.0455 -3.4385  0.0327
C 0.3886 1.5133 -2.9065  0.4094
C 1.9063 1.9244 -2.4428  0.1424
O 2.0027 2.7397 -1.3568  -0.4493
O 3.1649 1.5183 -3.0870  -0.4309
C -0.7724 2.7090 -2.8224  -0.8033
C -2.3557 2.3783 -3.2240  0.6582
C -3.4156 3.6366 -3.0954  -0.0034
C -2.6788 5.1062 -3.3996  0.0082
O -2.4462 5.4490 -4.6945  -0.4968
I -2.0600 6.4295 -1.7705  0.1643
N -2.7626 0.9611 -3.6764  0.5304
C -4.2484 0.7760 -3.9729  -0.2012
C -5.2105 0.0470 -2.8812  -0.2177
C -6.7456 0.0208 -3.4190  -0.4367
C -7.1024 0.6574 -4.8465  -0.1429
N -6.2548 1.2891 -5.8958  -0.4262
C -4.8667 1.2939 -5.3578  -0.1912
C -1.7266 -0.1686 -3.8135  0.5828
C -2.1531 -1.6950 -4.3392  -0.4447
C -1.5058 -2.0410 -5.8384  -0.0239
N -1.8960 -3.1757 -6.5381  -0.5949
H -0.4888 -4.1784 -0.9663  0.3191
H 0.9828 -1.6972 -4.6242  0.2783
H 2.0986 -0.8476 -3.3648  0.2538
H 3.6130 0.9183 -2.3912  0.3808
H -0.4213 3.7708 -2.4446  0.0785
H -3.9070 3.6211 -2.0083  0.2710
H -4.3155 3.5818 -3.8551  0.2636
H -4.8130 -0.3781 -1.8664  0.3746
H -7.5917 -0.4652 -2.7563  0.3147
H -8.2623 0.6257 -5.1375  0.3089
H -4.0729 1.7798 -6.1092  0.3339
H -1.8096 -2.5418 -3.5785  0.2065
H -3.3131 -1.8261 -4.4632  0.3089
H -0.6896 -1.2814 -6.2635  0.2834
H -1.3721 -3.1850 -7.4444  0.2857
C 5.8215 -6.9910 -1.8413  -0.6146
O 4.6125 -6.2712 -1.6079  -0.3101
C 4.7447 -5.2162 -0.7648  0.6828
O 5.7772 -4.8590 -0.2195  -0.5321
O 3.5292 -4.6276 -0.6335  -0.2137
C 3.5166 -3.4938 0.2317  -0.6378
H 5.5988 -7.8118 -2.5287  0.2222
H 6.5715 -6.3446 -2.3085  0.2871
H 6.2033 -7.4175 -0.9080  0.2914
H 4.1745 -2.7076 -0.1524  0.2920
H 3.8062 -3.7804 1.2479  0.3849
H 2.4957 -3.1034 0.2624  0.1235
C -6.4589 2.8118 3.3931  -0.6042
O -5.2251 3.4825 3.6431  -0.3197
C -4.5649 3.8725 2.5236  0.7497
O -4.9368 3.6969 1.3738  -0.5596
O -3.4192 4.4914 2.9049  -0.2990
C -2.6164 4.9587 1.8225  -0.5428
H -6.9003 2.5457 4.3575  0.2270
H -7.1562 3.4704 2.8654  0.2900
H -6.2896 1.8908 2.8260  0.2782
H -3.1601 5.7031 1.2319  0.2331
H -2.2936 4.1235 1.1926  0.2597
H -1.7271 5.4362 2.2429  0.2729
C 0.4251 -0.3982 5.1780  -0.7542
O 1.4515 0.2944 4.4701  -0.2338
C 1.4322 0.1002 3.1272  0.6767
O 0.6354 -0.5929 2.5142  -0.5650
O 2.4530 0.8105 2.5846  -0.3124
C 2.5560 0.7001 1.1663  -0.3632
H 0.5360 -0.1711 6.2419  0.2507
H -0.5639 -0.0580 4.8546  0.3192
H 0.5267 -1.4801 5.0445  0.3326
H 1.6522 1.0841 0.6825  0.2522
H 2.7428 -0.3379 0.8725  0.1081
H 3.4049 1.3076 0.8408  0.2864
C 3.6438 0.1098 5.9741  -0.5870
O 4.9779 0.2643 6.4544  -0.3096
C 5.3328 -0.6275 7.4135  0.6953
O 4.6228 -1.5095 7.8707  -0.5459
O 6.6144 -0.3679 7.7759  -0.3137
C 7.1258 -1.2355 8.7859  -0.6142
H 3.4684 0.8740 5.2119  0.2932
H 3.5114 -0.8739 5.5122  0.2864
H 2.9223 0.2591 6.7838  0.2964
H 7.1325 -2.2730 8.4366  0.2872
H 6.5434 -1.1399 9.7081  0.2880
H 8.1563 -0.9373 8.9976  0.2212



Record 6
Density functional theory data (ωB97M-V/def2-TZVPD) for a single C7H10NOPS molecule.

Computed properties:
LUMO (spin up / spin down): 0.730 / -2.560 eV
Spin multiplicity: 3
HOMO energy (spin up / spin down): -4.9794 / -7.8022 eV
Molecular weight: 187.20 g/mol
Kohn-Sham gap (spin up / spin down): 5.7 / 5.2 eV

Each line ends with the Mulliken charge.
Geometry (Å):
C 1.9011 1.7017 -0.5326  -0.3691
C 1.0923 -0.3186 0.4217  -0.2558
C 3.0976 1.0397 -0.8804  -0.6314
C 2.2673 -0.9444 0.2214  -0.8201
C 0.8686 1.0205 -0.0196  0.6872
C 3.2988 -0.2811 -0.3816  0.6187
C -3.3082 -1.4133 -0.7485  -0.7010
N -0.3340 1.6893 0.3507  -0.2200
O 4.5285 -0.8027 -0.4629  -0.5506
P -1.5923 1.0288 1.1662  -0.3509
S -3.1716 0.3834 -0.6442  -0.0309
H 1.5847 2.7206 -0.8881  0.2320
H 0.2771 -0.9754 0.8305  0.1701
H 3.9373 1.6303 -1.2474  0.3435
H 2.4413 -1.9957 0.4109  0.3285
H -2.9152 -1.7880 0.1594  0.2698
H -2.7664 -1.6870 -1.6177  0.2720
H -4.3193 -1.7660 -0.8328  0.3261
H -0.6064 2.3656 -0.3742  0.3151
H 4.8162 -1.4691 0.1753  0.3248
H -2.3932 2.1868 1.1100  0.0419